Record 1
Formula: C10H9F3N2
Source: the OMol25 dataset
Level of theory: wB97M-V/def2-TZVPD

Last column: natural (NBO) charge in e.
Geometry (Å):
C -2.1969 -2.0303 -0.2130  -0.181
C -1.0383 -2.6495 0.4107  -0.214
C -2.2423 -0.6799 -0.5856  -0.218
C 0.1014 -1.9488 0.5127  -0.187
C -1.0858 0.0605 -0.3467  0.005
C 0.0263 -0.5689 0.2155  -0.113
C -0.9488 1.5204 -0.8140  -0.419
C -0.1259 2.4726 0.0695  -0.277
C 1.3313 0.1818 0.5222  0.159
C 2.6177 -0.3522 -0.1694  0.940
N 1.5961 1.3846 1.2724  -0.455
N 1.2371 2.0606 0.1001  -0.189
F 3.5421 0.6181 -0.0755  -0.305
F 3.1053 -1.4836 0.4567  -0.348
F 2.4672 -0.6882 -1.3941  -0.294
H -3.0639 -2.6020 -0.3415  0.210
H -1.0526 -3.6501 0.7619  0.219
H -3.1213 -0.1611 -1.0701  0.226
H 1.0997 -2.2732 0.8085  0.238
H -0.5572 1.2896 -1.7767  0.238
H -2.0707 1.9609 -0.9296  0.212
H -0.0187 3.4955 -0.5201  0.232
H -0.5155 2.5325 1.0852  0.184
H 0.9137 1.5107 2.0211  0.337

Output
ΔE to the lowest compared entry with this formula, charge and spin: 155.45 kJ/mol
Orbital gap: 8.3 eV
2S+1: 1

=====

Record 2
Formula: C10H9F5N2O3PdS
Source: the OMol25 dataset
Level of theory: wB97M-V/def2-TZVPD

Last column: natural (NBO) charge in e.
Geometry (Å):
Pd 0.6951 -1.2573 -0.0253  0.034
F -6.1902 1.4732 0.0226  -0.328
C -5.1260 0.6321 0.0121  0.178
C -3.8304 1.1236 0.0119  0.285
F -3.6559 2.4648 0.0267  -0.333
C -2.7502 0.2727 -0.0040  0.271
F -1.5400 0.8283 -0.0013  -0.303
C -2.8726 -1.1491 -0.0256  -0.270
S -1.5817 -2.2616 -0.0662  -0.314
C -4.2212 -1.5883 -0.0173  0.270
F -4.4813 -2.9082 -0.0295  -0.316
C -5.3030 -0.7389 -0.0010  0.247
F -6.5637 -1.2315 0.0009  -0.326
N 3.9144 -1.4707 0.0405  -0.693
N 4.1918 -2.8398 0.2497  -0.554
C 3.1579 -3.8524 0.0520  0.842
O 3.6422 -5.0034 -0.0449  -0.818
O 1.9482 -3.5154 0.0315  -0.788
H 3.2968 -1.3653 -0.7723  0.337
H 3.3370 -1.1711 0.8222  0.349
H 5.0369 -3.0963 -0.2349  0.342
C 2.0475 2.7942 -1.3024  -0.714
C 1.7720 2.0707 0.0029  0.534
C 1.7920 2.8786 1.2876  -0.714
O 1.5757 0.8825 0.0218  -0.532
H 2.3360 3.8331 -1.1487  0.189
H 1.1569 2.7556 -1.9334  0.235
H 2.8455 2.2655 -1.8264  0.233
H 2.1277 3.9026 1.1295  0.189
H 2.4533 2.3819 1.9994  0.231
H 0.7897 2.8898 1.7216  0.237

Output
ΔE to the lowest compared entry with this formula, charge and spin: 45.04 kJ/mol
Orbital gap: 4.3 eV
Charge: -2
2S+1: 1

=====

Record 3
Formula: C10H9N2OS
Source: the OMol25 dataset
Level of theory: wB97M-V/def2-TZVPD

Last column: Mulliken spin population.
Geometry (Å):
C -3.9566 0.6302 -0.8442  0.488
C -4.4553 0.4747 0.3377  0.183
C 1.8861 0.3730 2.2610  0.001
C 3.0800 0.0110 1.6565  0.013
C 0.6558 0.2002 1.6325  0.006
C 3.0200 -0.2905 0.3018  -0.006
C 0.6941 -0.1398 0.3210  0.016
C 1.8450 -0.3168 -0.4005  0.017
C -0.6770 -0.4457 -0.3786  0.005
C -0.9019 0.6045 -1.1029  0.027
N 1.7551 -0.5547 -1.7794  0.007
N -2.9457 0.6140 -1.5666  0.282
O -1.4448 -1.4754 -0.0234  -0.001
S -5.4861 0.0897 1.4931  0.920
H 1.7500 0.7365 3.3138  0.000
H 4.0163 0.0975 2.0997  0.000
H -0.2621 0.5045 1.9406  -0.001
H 3.8580 -0.5669 -0.2356  0.000
H -0.4960 1.5313 -1.2807  0.014
H 2.5245 -0.5711 -2.3669  0.000
H 0.8811 -0.7164 -2.2086  -0.001
H -3.0726 0.7874 -2.6459  0.025
H -2.2678 -1.5771 -0.5243  0.004

Output
Orbital gap (spin up / spin down): 6.6 / 4.5 eV
Charge: +1
2S+1: 3

=====

Record 4
Formula: C10H9N3O
Source: the OMol25 dataset
Level of theory: wB97M-V/def2-TZVPD

Last column: natural (NBO) charge in e.
Geometry (Å):
C -3.0844 0.1801 0.0740  0.097
C -2.3549 -0.1494 1.2219  -0.232
C -1.0648 -0.6010 1.2284  -0.229
C -0.4717 -0.8006 -0.0295  0.234
C 1.8561 -0.5152 -0.0853  0.680
C 2.9972 1.4737 -0.1963  0.087
C 4.1862 0.7931 0.3719  -0.364
C 4.1044 -0.6049 0.2711  0.060
C -1.0765 -0.8424 -1.2338  -0.217
C -2.4250 -0.0245 -1.1821  -0.233
H -4.3497 1.6953 0.7329  0.367
H -4.8575 0.5398 -0.8484  0.378
H -2.9298 -0.3276 2.1481  0.217
H -0.6236 -1.0649 2.2196  0.244
H 2.6634 2.6150 -0.6641  0.245
H 5.1385 1.3683 0.3806  0.237
H 4.9545 -1.3363 0.0305  0.226
H -0.6862 -1.5293 -2.1396  0.257
H -3.0050 0.2408 -2.0645  0.204
N -4.4862 0.5190 0.1684  -0.794
N 1.8024 0.7975 -0.2698  -0.521
N 2.9282 -1.2023 -0.1322  -0.484
O 0.7844 -1.2241 -0.0018  -0.458

Output
ΔE to the lowest compared entry with this formula, charge and spin: 487.40 kJ/mol
Orbital gap: 9.0 eV
2S+1: 1

=====

Record 5
Formula: C10H9N3OS2
Source: the OMol25 dataset
Level of theory: wB97M-V/def2-TZVPD

Last column: natural (NBO) charge in e.
Geometry (Å):
S 4.4590 1.3842 0.9077  -0.302
N 1.0597 0.9233 -0.8424  -0.309
O 1.7892 -3.1052 1.5630  -0.655
S -0.9368 -1.9064 1.0783  0.384
C 2.8295 1.3981 0.7259  0.251
C 0.3034 -0.0820 -0.3965  0.227
C 1.7087 -1.8599 0.8884  0.247
C 0.4775 -1.1355 0.5326  -0.397
C -3.8446 -0.1071 -1.1995  -0.197
C -3.1279 1.0431 -1.5718  -0.215
C -3.2088 -1.1176 -0.4919  -0.213
C -1.7202 1.0997 -1.4798  -0.163
C -1.8415 -0.9947 -0.1670  -0.146
C -1.1417 0.0388 -0.8082  -0.107
N 2.0662 1.7805 1.7724  -0.814
N 2.4061 0.9772 -0.5436  -0.474
H 2.7017 -3.3503 1.6273  0.497
H 2.5652 -1.3651 0.5805  0.195
H -4.8697 -0.0678 -1.2901  0.217
H -3.5438 1.8677 -2.1340  0.217
H -3.7374 -2.0009 -0.0413  0.221
H -1.1052 1.9973 -1.7670  0.252
H 1.0503 1.5998 1.6430  0.408
H 2.5894 1.9846 2.6908  0.451
H 3.0718 0.9984 -1.2769  0.424

Output
Structure (SMILES): NC(=S)N/N=C1\C(=C\O)Sc2ccccc21
ΔE to the lowest compared entry with this formula, charge and spin: 0.00 kJ/mol
Orbital gap: 7.2 eV
2S+1: 1

=====

Record 6
Formula: C10H9N6O4
Source: the OMol25 dataset
Level of theory: wB97M-V/def2-TZVPD

Last column: natural (NBO) charge in e.
Geometry (Å):
C 2.9715 -3.1333 -0.5153  -0.627
C 2.9089 -1.7129 -1.0227  -0.070
O 1.8763 -1.0266 -0.2369  -0.509
C 1.7100 0.2585 -0.6430  0.806
C 0.6627 1.0262 0.0909  -0.545
C 1.0575 2.3971 -0.1195  0.304
N 1.3551 3.5202 -0.2196  -0.338
O 2.4854 0.7832 -1.4409  -0.597
H 3.6492 -3.6733 -1.1669  0.205
H 3.3694 -3.2261 0.5052  0.216
H 2.0079 -3.6338 -0.6283  0.216
H 3.8801 -1.2023 -0.8768  0.194
H 2.5833 -1.6521 -2.0781  0.191
H 0.8137 0.6717 1.1550  0.337
O 0.0449 0.0898 2.9264  -0.495
N -0.9604 -0.4898 2.4254  0.500
C -1.5247 -0.0278 1.1726  -0.146
C -0.9257 1.2272 0.6411  0.048
N -1.7626 1.8358 -0.3241  -0.233
N -1.5713 3.0829 -0.8675  -0.085
N -2.5960 3.2298 -1.6610  -0.068
N -3.4424 2.1766 -1.6468  -0.341
C -2.8984 1.2841 -0.7865  0.320
C -3.3793 0.0212 -0.3485  -0.402
C -2.6721 -0.5825 0.6844  -0.118
O -1.4923 -1.4364 3.0539  -0.479
H -0.7923 2.0195 1.4313  0.242
H -4.3174 -0.3837 -0.7495  0.228
H -3.0406 -1.4434 1.2458  0.244

Output
Orbital gap: 7.2 eV
Charge: -1
2S+1: 1

=====

Record 7
Formula: C11H10AlClNS
Source: the OMol25 dataset
Level of theory: wB97M-V/def2-TZVPD

Last column: natural (NBO) charge in e.
Geometry (Å):
C 0.7934 -1.4175 1.7220  -0.264
C 0.8522 -1.2588 0.2825  -0.687
C -0.4174 -1.7646 -0.2298  -0.259
H 1.7942 -1.1725 -0.2686  0.253
C -1.2387 -2.0844 0.8506  -0.297
C -0.4804 -1.9007 2.0686  -0.273
H -0.9248 -2.0636 3.0333  0.212
H 1.5459 -1.1066 2.4202  0.228
H -0.7377 -1.8281 -1.2672  0.210
H -2.2953 -2.3676 0.8247  0.199
Al 0.6296 0.8703 0.0946  1.604
Cl 2.4868 1.6470 0.8267  -0.602
C 0.0674 2.2111 -1.3171  -0.591
C -1.1610 1.5548 -1.6768  -0.254
C -0.8412 0.3834 -2.3925  -0.291
H -2.1557 1.9938 -1.5601  0.230
C 0.5688 0.2524 -2.4740  -0.268
C 1.1586 1.3959 -1.8647  -0.469
H 2.2041 1.6959 -1.9392  0.265
H 0.1475 3.2331 -0.9477  0.270
H -1.5661 -0.2063 -2.9595  0.217
H 1.1085 -0.4673 -3.0892  0.225
S -1.0715 1.1295 1.9239  -0.288
C -0.4644 0.7429 3.4337  0.087
N -0.0028 0.5279 4.5056  -0.457

Output
ΔE to the lowest compared entry with this formula, charge and spin: 0.00 kJ/mol
Orbital gap: 7.5 eV
Charge: -1
2S+1: 1

=====

Record 8
Formula: C11H10BCl3NO3
Source: the OMol25 dataset
Level of theory: wB97M-V/def2-TZVPD

Last column: natural (NBO) charge in e.
Geometry (Å):
Cl -1.6310 -0.7867 3.5922  -0.250
B -1.9379 -1.0549 1.8203  0.445
Cl -3.1453 -2.4792 1.5920  -0.295
Cl -2.7531 0.4927 1.0941  -0.322
O -0.6086 -1.2558 1.1224  -0.688
C -0.3697 -1.0780 -0.1628  0.342
C 0.7148 -1.9573 -0.6735  0.008
C 0.7059 -2.5501 -1.9174  -0.221
C 1.8007 -3.3189 -2.2984  -0.221
C 2.8558 -3.4875 -1.4281  -0.229
C 2.8178 -2.9944 -0.1155  -0.217
C 1.7022 -2.2509 0.2850  -0.205
H -1.2401 -0.9184 -0.8260  0.211
H -0.1081 -2.3948 -2.5940  0.230
H 1.8366 -3.7589 -3.2646  0.202
H 3.7404 -4.0400 -1.7363  0.197
H 3.6693 -3.1725 0.5913  0.207
H 1.6418 -1.8758 1.3238  0.251
C -0.0034 2.4124 -2.0657  -0.507
C 0.7386 2.7375 -0.7894  -0.510
C 0.8862 1.4319 -0.0346  0.697
O 1.5120 1.2541 1.0002  -0.585
N 0.1911 0.4790 -0.7656  -0.534
C -0.2822 0.9341 -1.9872  0.693
O -0.8356 0.2603 -2.8452  -0.616
H -0.9521 2.9683 -2.1349  0.235
H 0.5814 2.6538 -2.9626  0.224
H 1.7149 3.1974 -1.0106  0.223
H 0.1509 3.4578 -0.1914  0.236

Output
Orbital gap: 9.5 eV
Charge: -1
2S+1: 1

=====

Record 9
Formula: C11H10BaN2O2
Source: the OMol25 dataset
Level of theory: wB97M-V/def2-TZVPD

Last column: Mulliken charge in e.
Geometry (Å):
C 2.3082 -2.0262 -0.1159  -1.136
C 1.3939 -1.3892 0.8454  0.976
C 1.8657 -0.0584 1.4343  -1.514
N 0.2892 -1.9655 1.1922  -0.713
N -0.9745 -1.5558 0.7509  0.671
C -1.1110 -1.5142 -0.6965  -0.223
O -1.1248 -2.4510 -1.4131  -0.391
C -1.2204 -0.0791 -0.9855  0.399
C -1.0520 0.5383 -2.1822  -0.562
C -1.0980 1.9316 -2.1882  -0.580
C -1.3240 2.6262 -1.0227  -0.555
C -1.5189 1.9971 0.1874  -0.393
C -1.4578 0.6220 0.1899  1.308
C -1.5791 -0.4356 1.2778  -0.896
O -2.0423 -0.3156 2.3927  -0.586
H 2.3903 -3.0897 0.0747  0.372
H 3.2832 -1.5670 -0.1832  0.417
H 1.8131 -1.9298 -1.0837  0.286
H 1.0293 0.6163 1.6404  0.019
H 2.5335 0.4536 0.7527  0.555
H 2.4524 -0.2827 2.3255  0.541
H -0.8665 -0.0303 -3.0755  0.555
H -0.9517 2.4759 -3.1032  0.466
H -1.3558 3.6996 -1.0575  0.443
H -1.7258 2.5711 1.0659  0.712
Ba 0.0440 1.1585 2.9772  1.832

Output
Orbital gap: 7.3 eV
Charge: +2
2S+1: 1

=====

Record 10
Formula: C11H10BrN2O
Source: the OMol25 dataset
Level of theory: wB97M-V/def2-TZVPD

Last column: natural (NBO) charge in e.
Geometry (Å):
C -3.6003 -0.5375 -1.8483  -0.232
C -3.4914 -1.3218 -3.0275  -0.079
C -2.4521 -0.0974 -1.2909  0.096
C -2.2676 -1.6430 -3.5912  -0.119
C -1.1990 -1.3034 -2.8050  0.280
C 0.1927 -0.5238 -1.5047  0.503
C 0.7161 0.6739 0.5438  0.691
C 0.3420 -1.2810 -2.7789  -0.471
C 2.2632 1.4053 2.4205  -0.384
C 1.6135 0.1917 2.8596  -0.385
C 1.8582 0.3946 1.4104  -0.370
N 1.0253 -0.0659 -0.6657  -0.426
N -1.2479 -0.5496 -1.6977  -0.329
O -0.2649 1.3550 0.6189  -0.537
Br -2.0281 -2.3929 -5.3477  0.177
H -4.5381 -0.3019 -1.4298  0.267
H -4.2997 -1.6291 -3.6375  0.255
H -2.5819 0.6279 -0.3661  0.290
H 1.0188 -2.2031 -2.7935  0.285
H 0.6645 -0.6439 -3.5563  0.268
H 1.7343 2.2865 2.6628  0.234
H 3.2779 1.5125 2.6374  0.229
H 2.4078 -0.4962 3.3603  0.237
H 0.6394 0.2750 3.3725  0.247
H 2.7165 -0.0844 0.7924  0.274

Output
Structure (SMILES): O=C(/N=C1/Cc2c(Br)ccc[n+]21)C1CC1
Orbital gap: 8.4 eV
Charge: +1
2S+1: 1